Entry from the Open Molecules 2025 dataset: a 2-piece molecular cluster, C4H10O3 overall (the ωB97M-V functional and the def2-TZVPD basis).

Output
Frontier orbital gap: 10.8 eV
Energy relative to the best compared isomer or geometry (same formula, charge and spin): 291.3 kJ/mol
SMILES string: OC[C@H]1CO1.CO
Net charge: 0
Highest occupied orbital energy: -9.84 eV
Molecular weight: 106.1 g mol⁻¹

Cartesian coordinates (Å):
1 O 2.618 0.022 -1.324
2 C 2.451 0.838 -0.193
3 C 1.080 0.656 0.382
4 C -0.038 0.512 -0.527
5 O 0.534 -0.642 0.229
6 H 2.247 -0.839 -1.073
7 H 3.207 0.645 0.577
8 H 2.523 1.883 -0.511
9 H 0.877 1.092 1.360
10 H 0.103 0.322 -1.577
11 H -0.979 0.984 -0.248
12 C -2.765 -0.942 0.344
13 O -1.768 -0.427 1.184
14 H -3.608 -1.202 0.985
15 H -2.454 -1.838 -0.213
16 H -3.109 -0.198 -0.395
17 H -0.918 -0.866 1.001

Forces on atoms 1 to 6 (eV/Å):
0.13 -0.23 0.03
0.19 0.23 0.22
0.28 0.45 -0.11
0.13 -0.08 -0.29
-0.53 0.29 -0.35
0.12 0.11 -0.19


Entry from the Open Molecules 2025 dataset: a 11-piece molecular cluster, C68H161N11O13 overall (the ωB97M-V functional and the def2-TZVPD basis).

Output
Frontier orbital gap: 8.0 eV
Energy relative to the best compared isomer or geometry (same formula, charge and spin): 994.9 kJ/mol
SMILES string: CC1(C)CCCC(C)(C)N1O.CC1(C)CCCC(C)(C)N1O.CC1(C)CCCC(C)(C)N1O.CC1(C)CCCC(C)(C)N1O.COC[C@H](C)N.COC[C@H](C)N.COC[C@H](C)N.COC[C@H](C)N.COC[C@H](C)N.COCCNCCOC.COCCNCCOC
Net charge: 0
Highest occupied orbital energy: -7.97 eV
Molecular weight: 1341.1 g mol⁻¹

Cartesian coordinates (Å):
1 C 4.332 -4.762 2.101
2 C 4.334 -4.245 3.573
3 C 2.892 -4.467 4.158
4 C 5.353 -4.939 4.563
5 C 5.823 -4.140 5.803
6 C 6.141 -2.668 5.459
7 C 5.027 -1.934 4.661
8 C 3.906 -1.594 5.645
9 C 5.536 -0.547 4.179
10 N 4.623 -2.750 3.533
11 O 3.776 -2.135 2.678
12 H 3.499 -4.280 1.590
13 H 5.273 -4.468 1.635
14 H 4.231 -5.835 2.262
15 H 2.202 -3.704 3.796
16 H 2.422 -5.432 3.967
17 H 2.832 -4.253 5.225
18 H 5.104 -5.932 4.936
19 H 6.232 -5.127 3.947
20 H 5.035 -4.102 6.555
21 H 6.538 -4.585 6.495
22 H 7.028 -2.428 4.872
23 H 6.379 -2.282 6.450
24 H 3.049 -1.100 5.186
25 H 4.302 -0.894 6.380
26 H 3.647 -2.497 6.198
27 H 4.826 -0.078 3.497
28 H 6.464 -0.641 3.615
29 H 5.624 0.229 4.940
30 H 4.328 -2.194 1.895
31 C -7.581 2.678 6.872
32 C -7.321 1.558 5.862
33 C -5.928 1.249 5.626
34 C -7.933 0.268 6.623
35 C -8.184 -0.975 5.721
36 C -9.083 -0.550 4.535
37 C -8.505 0.764 3.709
38 C -7.322 0.331 2.779
39 C -9.740 1.151 2.800
40 N -8.157 1.854 4.641
41 O -7.943 3.144 4.025
42 H -7.192 2.367 7.841
43 H -6.973 3.554 6.645
44 H -8.621 2.953 7.047
45 H -5.721 0.187 5.497
46 H -5.450 1.526 4.687
47 H -5.344 1.722 6.416
48 H -7.267 -0.073 7.415
49 H -8.743 0.504 7.313
50 H -7.287 -1.523 5.432
51 H -8.704 -1.755 6.276
52 H -10.113 -0.288 4.776
53 H -8.937 -1.398 3.865
54 H -6.514 -0.132 3.345
55 H -7.003 1.159 2.144
56 H -7.636 -0.333 1.974
57 H -9.900 0.455 1.977
58 H -9.410 2.023 2.236
59 H -10.586 1.540 3.368
60 H -8.814 3.546 4.063
61 C -2.730 -7.642 4.471
62 C -4.122 -8.280 4.058
63 C -4.424 -9.297 5.171
64 C -5.131 -7.194 3.885
65 C -5.092 -6.174 2.724
66 C -5.011 -6.949 1.484
67 C -4.110 -8.209 1.425
68 C -4.565 -9.139 0.298
69 C -2.696 -7.690 1.025
70 N -4.092 -8.948 2.719
71 O -3.203 -9.989 2.575
72 H -1.876 -8.315 4.391
73 H -2.503 -6.688 3.996
74 H -2.849 -7.398 5.527
75 H -5.228 -9.958 4.848
76 H -3.653 -9.960 5.563
77 H -4.677 -8.859 6.137
78 H -6.175 -7.503 3.837
79 H -5.005 -6.643 4.818
80 H -5.819 -5.364 2.781
81 H -4.122 -5.701 2.881
82 H -4.775 -6.197 0.731
83 H -6.002 -7.241 1.138
84 H -4.032 -10.075 0.131
85 H -4.634 -8.658 -0.677
86 H -5.578 -9.522 0.423
87 H -2.291 -8.590 0.563
88 H -1.993 -7.271 1.745
89 H -2.677 -7.141 0.083
90 H -2.351 -9.548 2.549
91 C -5.822 2.336 -5.235
92 C -7.254 2.073 -4.881
93 C -7.339 0.959 -3.760
94 C -7.876 3.354 -4.476
95 C -9.410 3.489 -4.529
96 C -9.962 2.933 -5.872
97 C -9.441 1.514 -6.273
98 C -10.200 0.527 -5.323
99 C -9.860 1.263 -7.736
100 N -7.941 1.464 -6.086
101 O -7.337 0.238 -6.429
102 H -5.807 3.061 -6.049
103 H -5.245 2.778 -4.423
104 H -5.229 1.524 -5.656
105 H -7.063 1.430 -2.817
106 H -8.341 0.585 -3.551
107 H -6.694 0.089 -3.884
108 H -7.595 3.536 -3.438
109 H -7.328 4.236 -4.808
110 H -9.970 2.941 -3.771
111 H -9.669 4.547 -4.546
112 H -9.782 3.652 -6.670
113 H -11.026 2.872 -5.645
114 H -10.413 0.935 -4.335
115 H -9.766 -0.467 -5.220
116 H -11.189 0.259 -5.696
117 H -9.246 1.905 -8.367
118 H -10.938 1.385 -7.849
119 H -9.564 0.251 -8.010
120 H -6.626 0.588 -6.971
121 C 11.646 -3.266 -0.962
122 O 10.715 -2.729 -0.087
123 C 9.933 -1.566 -0.468
124 C 9.053 -1.877 -1.780
125 C 8.001 -0.774 -2.181
126 N 8.619 -3.243 -1.716
127 H 11.180 -3.417 -1.935
128 H 12.056 -4.186 -0.544
129 H 12.427 -2.510 -1.040
130 H 9.392 -1.218 0.412
131 H 10.567 -0.738 -0.785
132 H 9.772 -1.842 -2.598
133 H 7.235 -0.562 -1.436
134 H 7.432 -1.060 -3.066
135 H 8.525 0.132 -2.483
136 H 9.372 -3.723 -1.244
137 H 7.885 -3.183 -1.025
138 C -1.481 -1.238 -0.375
139 O -0.650 -0.585 -1.300
140 C -0.333 0.849 -1.024
141 C 1.063 1.318 -1.573
142 C 0.983 1.634 -3.041
143 N 1.993 0.240 -1.470
144 H -1.120 -2.266 -0.373
145 H -2.544 -1.216 -0.613
146 H -1.296 -0.967 0.664
147 H -1.050 1.589 -1.377
148 H -0.267 1.057 0.044
149 H 1.502 2.227 -1.161
150 H 0.494 2.608 -3.026
151 H 0.413 0.960 -3.679
152 H 1.929 1.949 -3.481
153 H 1.745 -0.174 -0.583
154 H 1.642 -0.406 -2.163
155 C 9.172 8.100 1.702
156 O 7.799 8.248 1.224
157 C 7.444 7.329 0.205
158 C 5.916 7.422 -0.001
159 C 5.509 6.708 -1.358
160 N 5.405 8.824 0.038
161 H 9.945 8.106 0.934
162 H 9.307 7.111 2.140
163 H 9.526 8.707 2.536
164 H 7.753 7.700 -0.773
165 H 7.917 6.347 0.180
166 H 5.261 6.923 0.714
167 H 5.809 7.330 -2.202
168 H 4.433 6.551 -1.430
169 H 6.016 5.756 -1.512
170 H 5.442 9.368 -0.813
171 H 6.007 9.270 0.715
172 C -1.175 -4.056 -5.406
173 O -0.487 -5.275 -5.302
174 C 0.843 -5.383 -4.591
175 C 1.928 -4.445 -5.120
176 C 2.818 -4.893 -6.350
177 N 2.921 -4.147 -4.165
178 H -1.986 -4.256 -6.107
179 H -0.594 -3.209 -5.770
180 H -1.662 -3.780 -4.471
181 H 0.632 -5.330 -3.523
182 H 1.346 -6.350 -4.619
183 H 1.398 -3.541 -5.420
184 H 2.145 -5.073 -7.188
185 H 3.461 -5.768 -6.248
186 H 3.431 -4.097 -6.773
187 H 3.813 -3.933 -4.588
188 H 2.686 -3.437 -3.486
189 C -2.767 5.309 1.901
190 O -1.451 5.057 1.341
191 C -0.731 6.314 1.432
192 C -1.126 7.571 0.654
193 C -1.230 7.420 -0.864
194 N -0.193 8.649 0.882
195 H -3.536 4.587 1.627
196 H -3.066 6.320 1.624
197 H -2.656 5.430 2.979
198 H -0.657 6.550 2.493
199 H 0.277 6.025 1.135
200 H -1.984 8.087 1.085
201 H -0.249 7.378 -1.338
202 H -1.702 8.273 -1.352
203 H -1.670 6.498 -1.244
204 H -0.538 9.435 0.349
205 H 0.667 8.521 0.369
206 C 11.815 4.820 -12.694
207 O 11.510 3.546 -13.118
208 C 10.094 3.247 -13.355
209 C 9.192 3.500 -12.119
210 N 7.917 3.725 -12.642
211 C 6.873 3.844 -11.581
212 C 6.763 2.512 -10.654
213 O 7.549 2.712 -9.508
214 C 7.338 1.703 -8.491
215 H 12.884 4.918 -12.885
216 H 11.547 4.921 -11.642
217 H 11.181 5.600 -13.114
218 H 10.123 2.178 -13.566
219 H 9.852 3.749 -14.291
220 H 9.602 4.267 -11.462
221 H 9.191 2.551 -11.583
222 H 7.873 4.538 -13.240
223 H 5.926 4.208 -11.978
224 H 7.012 4.753 -10.997
225 H 7.079 1.590 -11.142
226 H 5.760 2.437 -10.233
227 H 7.663 0.731 -8.861
228 H 6.310 1.483 -8.203
229 H 7.911 1.937 -7.594
230 C 0.222 2.619 5.912
231 O 0.507 2.078 7.233
232 C 0.670 3.060 8.329
233 C -0.418 2.561 9.312
234 N -0.806 1.178 9.284
235 C -2.078 0.922 9.928
236 C -2.442 -0.558 9.924
237 O -2.426 -1.181 8.625
238 C -1.333 -1.238 7.812
239 H 0.063 1.807 5.203
240 H 1.097 3.231 5.694
241 H -0.689 3.217 5.909
242 H 0.701 4.093 7.983
243 H 1.647 3.003 8.808
244 H -1.269 3.241 9.275
245 H 0.015 2.707 10.302
246 H -1.036 0.873 8.349
247 H -2.911 1.468 9.484
248 H -1.954 1.124 10.992
249 H -3.471 -0.742 10.234
250 H -1.743 -1.183 10.480
251 H -1.479 -0.467 7.056
252 H -1.292 -2.240 7.385
253 H -0.443 -0.949 8.370

Forces on atoms 1 to 6 (eV/Å):
0.48 0.45 2.08
-1.33 1.01 1.96
-0.12 0.89 0.11
1.40 0.14 -0.54
-1.20 1.02 -0.72
0.29 -0.28 -0.14


Entry from the Open Molecules 2025 dataset: a 13-piece molecular cluster, C18H50N13O26P overall (the ωB97M-V functional and the def2-TZVPD basis).

Output
Frontier orbital gap: 7.4 eV
Net charge: 0
Highest occupied orbital energy: -8.23 eV
Molecular weight: 895.6 g mol⁻¹

Cartesian coordinates (Å):
1 C 2.405 -0.410 -2.971
2 C 1.733 0.867 -3.797
3 N 2.122 1.038 -5.103
4 C 0.609 1.838 -3.029
5 P -0.925 0.690 -2.744
6 C -2.329 -0.621 -2.419
7 C -3.584 -0.165 -3.370
8 O -4.760 -1.046 -3.320
9 C -4.404 -2.467 -3.452
10 O -4.072 -3.101 -4.587
11 H 1.695 -1.344 -3.177
12 H 2.397 -0.209 -1.816
13 H 3.499 -0.648 -3.357
14 H 2.836 0.275 -5.291
15 H 1.077 2.187 -2.004
16 H 0.327 2.781 -3.676
17 H -1.782 1.794 -2.389
18 H -0.102 -0.038 -1.794
19 H -0.923 0.320 -4.166
20 H -1.845 -1.655 -2.698
21 H -2.588 -0.615 -1.260
22 H -3.206 0.070 -4.477
23 H -3.948 0.893 -2.951
24 H -4.452 -3.116 -2.455
25 C -1.738 -2.877 1.693
26 N -0.876 -1.860 1.032
27 O 0.192 -2.253 0.548
28 O -1.295 -0.697 1.019
29 H -1.247 -3.851 1.630
30 H -1.865 -2.575 2.734
31 H -2.694 -2.892 1.165
32 C 4.294 3.400 -6.069
33 N 5.764 3.548 -6.240
34 O 6.345 4.340 -5.489
35 O 6.294 2.865 -7.124
36 H 3.964 4.056 -5.261
37 H 3.822 3.684 -7.012
38 H 4.094 2.355 -5.823
39 C 2.660 0.033 2.451
40 N 3.073 -1.105 3.316
41 O 4.283 -1.245 3.527
42 O 2.171 -1.826 3.757
43 H 3.551 0.579 2.135
44 H 2.136 -0.382 1.588
45 H 2.004 0.675 3.043
46 C -3.192 2.244 3.147
47 N -1.753 2.414 2.811
48 O -0.945 2.379 3.746
49 O -1.474 2.578 1.617
50 H -3.289 2.110 4.226
51 H -3.715 3.146 2.822
52 H -3.553 1.362 2.614
53 C -2.364 -6.538 -2.131
54 N -2.814 -5.210 -1.633
55 O -4.020 -5.072 -1.397
56 O -1.943 -4.343 -1.493
57 H -3.230 -7.199 -2.205
58 H -1.910 -6.385 -3.112
59 H -1.640 -6.930 -1.414
60 C 6.515 7.360 -4.159
61 N 5.659 8.180 -3.260
62 O 5.035 9.117 -3.772
63 O 5.637 7.860 -2.066
64 H 6.439 7.752 -5.175
65 H 7.542 7.433 -3.794
66 H 6.150 6.332 -4.114
67 C -7.706 0.346 2.891
68 N -6.236 0.494 2.720
69 O -5.655 1.286 3.471
70 O -5.706 -0.189 1.835
71 H -8.036 1.002 3.699
72 H -8.178 0.629 1.948
73 H -7.906 -0.699 3.137
74 C -5.724 -3.852 3.324
75 N -4.253 -3.705 3.153
76 O -3.673 -2.913 3.904
77 O -3.723 -4.387 2.268
78 H -6.053 -3.196 4.132
79 H -6.196 -3.569 2.381
80 H -5.924 -4.897 3.570
81 C 1.244 -5.295 3.977
82 N 0.513 -5.847 2.804
83 O 0.608 -7.062 2.598
84 O -0.136 -5.044 2.123
85 H 1.769 -6.109 4.481
86 H 1.952 -4.552 3.604
87 H 0.506 -4.842 4.641
88 C 5.531 9.632 0.791
89 N 4.598 9.981 1.898
90 O 3.564 10.587 1.596
91 O 4.932 9.635 3.037
92 H 5.113 9.995 -0.150
93 H 6.486 10.116 1.001
94 H 5.631 8.545 0.775
95 C -2.056 -8.539 2.403
96 N -2.787 -9.091 1.231
97 O -2.692 -10.307 1.025
98 O -3.436 -8.288 0.550
99 H -1.531 -9.354 2.908
100 H -1.348 -7.797 2.030
101 H -2.794 -8.086 3.068
102 C 3.690 4.067 3.238
103 N 4.215 3.097 2.239
104 O 3.387 2.412 1.627
105 O 5.442 3.051 2.098
106 H 2.600 4.001 3.257
107 H 4.110 3.799 4.210
108 H 4.011 5.064 2.929

Forces on atoms 1 to 6 (eV/Å):
-1.04 0.26 -0.09
1.49 0.22 -2.34
-0.99 -1.12 4.89
2.04 0.18 -1.01
0.16 -1.02 0.06
-0.86 -0.02 -0.12


What is the frontier orbital gap in the second record?
8.0 eV